ORCA calculation (wB97M-V/def2-TZVPD) on a cluster of 2 separate species, C11H15IN3 in total in a non-equilibrium geometry.

The energy above the lowest of the compared OMol25 structures with the same formula, charge and spin comes out at 358.5 kJ/mol. Its largest force on an atom is 0.1002 Eh/bohr. For the orbital gap, the calculation gives 7.21 eV. The highest occupied orbital energy is -11.66 eV. As for the molar mass: 316.2 g/mol.

Structure (ORCA input):
```
! wB97M-V def2-TZVPD RIJCOSX def2/J DEFGRID3
* xyz 1 1
I -1.880 4.173 1.319
N 1.981 -0.042 0.322
N -0.644 2.242 -0.573
N 2.404 2.375 -0.093
C -2.646 1.385 0.381
C 0.775 -3.008 1.881
C -1.199 -0.111 -0.801
C 0.200 -1.842 1.034
C -0.587 -2.430 -0.274
C -0.802 -1.340 -1.365
C -0.387 1.046 -1.045
C 1.225 -0.903 0.584
C -1.698 2.412 0.185
C -2.430 0.135 -0.159
C 2.700 3.042 -1.164
H 0.220 -1.107 -1.859
H -0.094 -3.676 2.051
H 2.232 2.863 0.852
H 0.587 1.074 -1.468
H 0.862 -2.698 2.949
H 1.741 -3.263 1.453
H -3.277 -0.585 -0.001
H -0.513 -1.351 1.596
H -1.534 -1.734 -2.122
H 0.056 -3.280 -0.774
H 2.431 1.336 -0.184
H -1.563 -2.762 0.078
H -3.578 1.615 0.726
H 2.681 2.389 -2.124
H 2.739 4.044 -1.405
*
```

Taken from the Löwdin analysis, the atomic charges in e are: I 0.852; N 0.188; N 0.006; N 0.142; C -0.117; C -0.040; C -0.267; C -0.305; C -0.104; C -0.194; C -0.122; C -0.078; C -0.787; C 0.008; C 0.139; H 0.143; H 0.100; H 0.195; H 0.074; H 0.095; H 0.090; H 0.150; H 0.114; H 0.150; H 0.158; H -0.002; H 0.111; H 0.068; H 0.150; H 0.083

ORCA calculation (wB97M-V/def2-TZVPD) on a structure of composition C39H39N6O3RuS.

The energy above the lowest of the compared OMol25 structures with the same formula, charge and spin comes out at 0.0 kJ/mol. Its largest force on an atom is 0.0071 Eh/bohr. For the orbital gap, the calculation gives 6.19 eV. The highest occupied orbital energy is -3.62 eV. As for the molar mass: 772.9 g/mol.

Structure (ORCA input):
```
! wB97M-V def2-TZVPD RIJCOSX def2/J DEFGRID3
* xyz -1 1
Ru 0.467 -0.672 -1.265
S 3.147 1.426 -0.928
O -0.432 0.731 -2.596
O 3.014 -2.759 -2.485
O -1.008 -1.506 -4.219
N 1.025 -2.745 1.007
N 3.128 -2.721 1.137
N 0.921 -1.917 -3.018
N 2.005 -3.227 1.675
N -1.459 -2.058 -0.900
N 1.484 -1.940 0.030
C -1.421 1.435 -2.468
C -1.678 2.456 -3.527
C 0.575 0.786 0.145
C -0.994 4.094 0.755
C 1.696 0.671 -0.775
C 0.442 0.646 6.121
C 4.432 -2.980 1.722
C -0.978 2.363 -4.728
C -0.022 2.494 4.644
C -0.106 1.638 3.540
C -4.124 -4.950 0.846
C 2.060 -3.258 -4.639
C -1.181 3.305 -5.721
C -1.812 5.166 0.443
C -2.248 3.714 2.757
C 5.288 -0.593 1.763
C -3.213 -3.924 0.234
C -2.801 -4.024 -1.090
C -1.861 -1.952 0.369
C -0.363 2.139 2.170
C -2.576 3.499 -3.329
C -2.731 -2.849 0.966
C 0.370 -0.216 5.034
C 0.814 -2.684 -5.282
C 0.247 2.005 5.914
C -2.374 1.320 -1.322
C 2.795 -1.937 0.116
C 2.074 -2.615 -3.252
C 3.939 -1.479 3.691
C -2.074 4.351 -5.518
C 0.099 0.272 3.766
C -2.855 5.529 1.289
C 0.123 -1.964 -4.127
C -3.061 4.795 2.448
C -1.197 3.331 1.915
C -2.769 4.450 -4.321
C 4.937 -1.826 2.591
C -1.935 -3.079 -1.613
C 0.118 1.455 1.123
H 0.314 2.694 6.748
H 4.401 -0.122 1.333
H -2.130 0.433 -0.751
H -3.562 -5.849 1.106
H -0.286 1.542 -4.859
H 2.009 -4.340 -4.503
H -0.173 3.824 0.100
H -3.402 1.281 -1.687
H -3.491 6.372 1.049
H -4.911 -5.243 0.151
H 1.037 -1.938 -6.048
H 3.024 -1.057 3.271
H -1.456 -1.110 0.918
H 5.968 -0.836 0.944
H -0.640 3.228 -6.656
H -2.227 5.090 -6.294
H 5.125 -3.185 0.906
H 0.651 0.265 7.113
H 3.461 -1.397 -0.531
H 4.312 -3.886 2.314
H 3.663 -2.356 4.281
H -3.014 -2.708 2.002
H -3.459 5.267 -4.158
H -0.154 3.559 4.496
H 0.525 -1.280 5.172
H -3.873 5.058 3.117
H -1.617 -3.115 -2.646
H -2.444 3.141 3.654
H -1.625 5.731 -0.463
H 2.995 -3.035 -5.152
H -3.112 3.585 -2.392
H 5.772 0.157 2.391
H 5.854 -2.205 3.056
H 0.135 -3.413 -5.722
H 4.359 -0.730 4.364
H -2.271 2.193 -0.672
H 0.056 -0.408 2.922
H -3.154 -4.832 -1.720
H -4.588 -4.572 1.757
*
```

Taken from the Löwdin analysis, the atomic charges in e are: Ru 1.028; S 0.487; O -0.054; O 0.009; O -0.002; N 0.021; N -0.087; N 0.043; N 0.059; N 0.004; N -0.082; C -0.328; C -0.135; C -0.315; C -0.049; C -0.945; C -0.122; C -0.112; C -0.001; C -0.054; C -0.178; C -0.054; C -0.105; C -0.075; C -0.106; C -0.052; C -0.076; C -0.277; C -0.027; C -0.157; C -0.173; C -0.030; C -0.024; C -0.104; C -0.103; C -0.105; C 0.010; C -0.140; C -0.498; C -0.075; C -0.095; C -0.039; C -0.122; C -0.535; C -0.106; C -0.187; C -0.086; C -0.412; C -0.107; C -0.034; H 0.092; H 0.041; H 0.046; H 0.083; H 0.121; H 0.112; H 0.118; H 0.097; H 0.087; H 0.076; H 0.114; H 0.071; H 0.088; H 0.082; H 0.101; H 0.097; H 0.130; H 0.087; H 0.098; H 0.121; H 0.077; H 0.111; H 0.098; H 0.109; H 0.097; H 0.093; H 0.090; H 0.107; H 0.096; H 0.110; H 0.107; H 0.080; H 0.130; H 0.109; H 0.080; H 0.080; H 0.095; H 0.108; H 0.073

ORCA calculation (wB97M-V/def2-TZVPD) on a structure of composition C48H35N3O6P2ReS8.

The energy above the lowest of the compared OMol25 structures with the same formula, charge and spin comes out at 141.7 kJ/mol. Its largest force on an atom is 0.0117 Eh/bohr. For the orbital gap (alpha / beta), the calculation gives 5.60 / 5.57 eV. The highest occupied orbital energy (alpha / beta) is -2.00 / -1.97 eV. As for the molar mass: 1254.5 g/mol.

Structure (ORCA input):
```
! wB97M-V def2-TZVPD RIJCOSX def2/J DEFGRID3
* xyz -2 2
Re 0.320 1.103 -0.716
S -2.715 6.121 2.108
S -1.818 1.963 -1.300
S -0.546 4.638 -0.196
S -2.181 2.533 -4.698
S -0.247 6.965 3.537
S 1.598 5.866 1.638
S 2.659 7.393 3.970
S 2.305 3.283 -1.417
P 0.503 -0.685 -2.131
P -0.509 0.279 1.420
O 0.831 -1.971 0.376
O 2.727 4.452 -2.128
O 0.460 3.467 0.026
O 4.477 0.245 0.816
O -0.045 5.519 -1.252
O 1.424 2.398 -2.192
N -5.002 0.249 -5.032
N 2.251 0.643 0.066
N -4.805 -0.223 -1.266
C 0.856 2.264 2.799
C -3.045 -2.632 -2.406
C 2.377 -3.745 -0.058
C -0.352 1.572 2.726
C -2.949 1.158 -2.409
C -4.153 0.765 -4.449
C 1.111 3.126 3.857
C -3.136 -3.014 -3.736
C -2.524 -1.635 1.848
C 4.092 -3.833 1.737
C 1.528 -0.103 -3.538
C -3.839 -2.063 1.967
C 0.951 0.568 -4.609
C 3.359 0.450 0.430
C -3.112 4.375 1.839
C 1.801 -3.040 2.281
C -1.299 1.771 3.730
C -1.056 2.660 4.770
C -1.032 -1.940 -4.189
C -4.599 0.185 1.619
C -2.236 -0.292 1.617
C 1.837 -3.055 3.671
C -3.289 0.609 1.481
C -0.954 6.098 2.193
C 0.439 -1.093 3.788
C 2.596 -4.025 1.426
C 3.128 1.151 -5.453
C 2.180 -5.465 1.761
C 1.588 -2.687 -0.481
C 1.410 6.727 3.117
C 2.086 -3.032 -2.763
C -0.081 5.570 1.324
C 3.713 0.506 -4.370
C 1.154 -2.106 4.417
C 2.919 -0.113 -3.417
C 2.830 -4.150 -2.401
C 0.371 -1.040 2.403
C -3.965 0.383 -1.782
C -4.878 -1.152 1.866
C 1.030 -2.043 1.701
C -1.957 -1.889 -1.975
C -2.131 -2.664 -4.626
C -0.942 -1.537 -2.859
C 2.995 -4.484 -1.063
C 1.747 1.184 -5.565
C 1.470 -2.256 -1.793
C 0.152 3.338 4.837
C -3.077 1.446 -3.749
H 4.292 -4.019 2.794
H -3.114 4.133 0.778
H 3.310 -4.748 -3.166
H -2.377 3.764 2.357
H 3.748 1.646 -6.191
H 1.120 -5.617 1.551
H -2.213 -2.934 -5.671
H 2.753 -6.179 1.167
H 0.349 4.031 5.646
H -4.095 4.202 2.275
H 3.387 -0.583 -2.560
H 1.202 -2.136 5.499
H -1.915 -1.536 -0.950
H -3.078 1.639 1.230
H 4.402 -2.814 1.500
H 2.358 -5.684 2.815
H -1.721 -2.356 1.938
H 4.791 0.499 -4.255
H 2.008 -2.752 -3.806
H -5.905 -1.486 1.940
H -0.255 -1.673 -4.893
H -0.049 -0.335 4.385
H 4.696 -4.525 1.146
H 3.620 -5.330 -0.801
H 1.611 2.102 2.040
H -4.008 -3.551 -4.088
H 2.062 3.639 3.911
H -5.407 0.892 1.482
H -3.846 -2.852 -1.713
H 1.271 1.718 -6.379
H -2.236 1.229 3.704
H -1.811 2.813 5.532
H -0.124 0.670 -4.681
H 2.418 -3.814 4.183
H -4.047 -3.113 2.133
*
```

Löwdin atomic charge list, values in e, 99 entries: Re 0.607; S 0.826; S 0.571; S 0.688; S 0.506; S 0.887; S 0.961; S 0.462; S 0.904; P 0.940; P 1.011; O -0.033; O -0.384; O -0.740; O -0.001; O -0.457; O -0.541; N 0.126; N -0.066; N 0.173; C -0.090; C -0.090; C -0.092; C -0.339; C -0.688; C -0.322; C -0.081; C -0.091; C -0.088; C -0.017; C -0.361; C -0.089; C -0.110; C -0.525; C -0.401; C -0.087; C -0.119; C -0.090; C -0.086; C -0.107; C -0.351; C -0.033; C -0.141; C -0.967; C -0.055; C -0.421; C -0.099; C -0.028; C -0.198; C -1.509; C -0.075; C -0.715; C -0.092; C -0.074; C -0.113; C -0.077; C -0.228; C -0.317; C -0.103; C -0.222; C -0.109; C -0.087; C -0.320; C -0.037; C -0.073; C -0.209; C -0.091; C -0.863; H 0.078; H 0.008; H 0.095; H 0.020; H 0.092; H 0.095; H 0.097; H 0.075; H 0.101; H 0.036; H 0.105; H 0.096; H 0.083; H 0.062; H 0.096; H 0.075; H 0.102; H 0.096; H 0.110; H 0.097; H 0.093; H 0.102; H 0.079; H 0.105; H 0.086; H 0.096; H 0.103; H 0.103; H 0.094; H 0.104; H 0.102

ORCA calculation (wB97M-V/def2-TZVPD) on the ion C5H9N2O with charge +1 in a non-equilibrium geometry.

The energy above the lowest of the compared OMol25 structures with the same formula, charge and spin comes out at 481.3 kJ/mol. Its largest force on an atom is 0.0781 Eh/bohr. For the orbital gap, the calculation gives 6.95 eV. The highest occupied orbital energy is -11.63 eV. As for the molar mass: 113.1 g/mol.

Structure (ORCA input):
```
! wB97M-V def2-TZVPD RIJCOSX def2/J DEFGRID3
* xyz 1 1
O -2.299 -0.966 -1.738
N 0.013 1.216 0.126
N -1.788 1.359 -1.438
C -0.797 1.924 -0.649
C 0.935 -0.669 1.461
C 1.539 -1.843 0.631
C -2.104 0.147 -1.620
C 0.007 -0.003 0.507
H 0.795 1.755 0.490
H -2.363 1.979 -1.955
H 0.822 -2.338 0.124
H 2.313 -2.399 1.129
H 0.430 -0.998 2.340
H 1.719 -0.017 1.876
H -0.583 -0.615 -0.194
H 1.910 -1.419 -0.217
H -0.548 2.889 -0.873
*
```

Taken from the Löwdin analysis, the atomic charges in e are: O 0.329; N 0.042; N 0.164; C -0.123; C -0.160; C -0.056; C -0.114; C -0.098; H 0.196; H 0.192; H 0.037; H 0.094; H 0.105; H 0.126; H 0.117; H 0.046; H 0.104